No. 1
Below is 2 unconnected molecules or ions with the total composition C6H12N6 in a non-equilibrium geometry, with properties calculated with ωB97M-V/def2-TZVPD.

Summary:
Energy relative to the best compared isomer or geometry (same formula, charge and spin)   447.8 kJ/mol
F_max   0.0424 hartree/bohr
Lowest unoccupied orbital energy   0.02228 Eh
Kohn-Sham gap   9.40 eV
Highest occupied orbital energy   -0.323 hartree
SMILES   [H]/N=C(\N)C#CC.N/N=C\C=N/N
Total charge   0

The geometry in XYZ format:
```
24
Properties=species:S:1:pos:R:3:forces:R:3
H 1.860 -0.998 2.227 0.219 0.075 0.091
C 0.600 1.094 -4.085 0.040 0.037 0.292
H -1.265 -1.571 5.130 0.167 0.168 -0.421
H -0.410 0.132 -5.677 0.076 0.051 0.042
N 0.154 -0.435 1.454 -0.784 -1.005 1.772
H 0.529 -1.765 2.968 0.313 0.224 -0.502
H -0.875 -0.392 3.969 -0.037 -0.673 0.236
N -1.924 -1.998 3.337 0.116 0.184 -0.298
H 1.338 0.439 0.207 -0.639 0.126 -1.055
N 1.085 2.757 -1.064 -0.062 -0.069 0.273
C -1.129 -0.582 1.457 0.808 0.231 0.050
C 0.965 1.562 -1.497 0.142 -0.430 -0.093
N 0.931 -1.354 2.106 -0.760 -0.179 0.319
H -1.642 0.110 0.809 -0.157 0.172 -0.198
H 1.309 0.437 -5.966 -0.069 0.042 0.050
C 0.760 1.326 -2.915 -0.079 0.005 -0.463
N -0.988 -1.404 4.163 -0.217 0.496 0.194
H -2.736 -2.060 1.511 0.114 0.081 0.108
N 0.959 0.397 -0.748 0.995 0.604 -0.380
H 0.147 1.774 -6.030 0.054 -0.130 0.062
H 1.212 2.748 -0.046 0.014 0.023 -0.238
C -1.957 -1.600 2.120 -0.110 -0.382 0.143
C 0.402 0.844 -5.514 -0.039 0.092 0.026
H 1.164 -0.469 -1.230 -0.106 0.256 -0.009
```
Forces are in eV/Å.

Atom-resolved charges from Mulliken, all expressed in e: number 1, H, carries 0.238; number 2, C, carries 1.897; number 3, H, carries 0.278; number 4, H, carries 0.302; number 5, N, carries -0.046; number 6, H, carries 0.364; number 7, H, carries 0.204; number 8, N, carries -0.415; number 9, H, carries 0.233; number 10, N, carries -0.707; number 11, C, carries -0.264; number 12, C, carries -0.520; number 13, N, carries -0.581; number 14, H, carries 0.424; number 15, H, carries 0.290; number 16, C, carries -0.496; number 17, N, carries -0.461; number 18, H, carries 0.366; number 19, N, carries -0.367; number 20, H, carries 0.292; number 21, H, carries 0.222; number 22, C, carries -0.129; number 23, C, carries -1.321; number 24, H, carries 0.197

No. 2
Below is 2 unconnected molecules or ions with the total composition C6H12NO in a non-equilibrium geometry, with properties calculated with ωB97M-V/def2-TZVPD.

Summary:
Energy relative to the best compared isomer or geometry (same formula, charge and spin)   500.5 kJ/mol
F_max   0.0857 hartree/bohr
Lowest unoccupied orbital energy   0.09986 Eh
Kohn-Sham gap   5.94 eV
Highest occupied orbital energy   -0.119 hartree
Total charge   -1

The geometry in XYZ format:
```
20
Properties=species:S:1:pos:R:3:forces:R:3
H 0.179 1.084 2.000 0.185 -1.810 0.404
C 0.472 0.100 1.492 -0.062 2.371 -0.731
H 2.815 0.587 -1.643 -1.012 -1.771 0.924
O 3.150 -0.107 0.291 -0.376 -0.598 -1.133
H 0.867 -1.419 -0.327 0.187 -0.138 0.115
H -0.130 -0.781 1.636 -0.502 -0.176 0.622
H -0.870 1.268 -1.370 -0.377 -0.328 -0.998
H -3.706 -1.190 -0.307 -0.486 0.390 0.149
C -1.030 0.865 -0.378 1.026 1.766 -0.459
H 2.792 -1.365 -1.475 0.156 1.679 0.934
H 1.213 1.391 0.011 -2.171 -1.166 -0.517
H -1.389 1.757 0.093 -0.482 0.472 0.920
H 1.532 -0.114 1.515 0.422 -0.137 1.004
H -2.936 -0.298 1.365 -0.981 1.034 -3.678
N 0.990 -0.536 -0.806 0.618 1.254 -0.771
H -1.487 -1.109 -0.630 -0.112 -0.985 -1.183
C 0.399 0.525 0.027 2.156 -0.369 0.582
C -3.424 -0.126 -0.173 3.026 -1.629 2.760
C -2.007 -0.196 -0.438 -1.367 0.227 1.593
C 2.571 -0.335 -0.883 0.151 -0.088 -0.540
```
Forces are in eV/Å.

Atom-resolved charges from Mulliken, all expressed in e: number 1, H, carries 0.313; number 2, C, carries -1.428; number 3, H, carries 0.206; number 4, O, carries -0.816; number 5, H, carries 0.264; number 6, H, carries 0.362; number 7, H, carries 0.389; number 8, H, carries 0.229; number 9, C, carries -0.808; number 10, H, carries 0.248; number 11, H, carries 0.416; number 12, H, carries 0.425; number 13, H, carries 0.437; number 14, H, carries 0.162; number 15, N, carries -0.536; number 16, H, carries 0.432; number 17, C, carries 0.151; number 18, C, carries -0.844; number 19, C, carries -0.218; number 20, C, carries -0.385

No. 3
Below is 2 unconnected molecules or ions with the total composition C6H12NO in a non-equilibrium geometry, with properties calculated with ωB97M-V/def2-TZVPD.

Summary:
Energy relative to the best compared isomer or geometry (same formula, charge and spin)   185.8 kJ/mol
2S+1   2
F_max   0.0611 hartree/bohr
Lowest unoccupied orbital energy (spin up / spin down)   0.24924 / 0.24892 Eh
Kohn-Sham gap (spin up / spin down)   2.77 / 5.58 eV
Highest occupied orbital energy (spin up / spin down)   0.148 / 0.044 hartree
Total charge   -2

The geometry in XYZ format:
```
20
Properties=species:S:1:pos:R:3:forces:R:3
C -0.489 1.180 0.299 -1.569 1.184 2.451
C 2.165 -1.289 0.820 -0.558 0.414 -0.585
H -0.377 1.225 -0.773 0.076 0.075 -0.116
H 2.230 -1.258 1.907 0.364 0.352 -0.273
H 2.445 -1.655 -1.757 0.081 0.012 0.217
C 0.957 -0.909 0.206 0.127 -0.880 0.298
H 2.950 -1.702 0.199 0.132 -0.447 0.412
O -2.492 2.685 0.367 -0.282 0.938 -0.243
H -0.287 2.081 0.956 2.277 -0.314 -1.292
H 1.302 -3.001 -1.911 0.137 0.012 0.031
H 1.199 -1.571 -2.942 -0.343 -0.020 0.002
C 1.379 -1.890 -1.902 0.070 -0.312 0.021
H -2.139 0.232 -2.311 -0.222 0.137 -0.094
C -0.037 -0.087 1.027 0.139 -0.200 -0.719
H -0.844 -0.818 1.217 -0.402 0.563 -0.008
H -2.197 1.119 1.735 -0.197 0.016 0.259
C -1.858 1.693 0.859 -0.952 -1.968 -0.678
H 0.344 0.272 1.984 0.306 -0.575 0.155
N 0.463 -1.284 -0.984 0.615 1.152 0.051
H -1.590 -0.267 -2.284 0.200 -0.137 0.110
```
Forces are in eV/Å.

Atom-resolved charges from Mulliken, all expressed in e: number 1, C, carries -0.376; number 2, C, carries -0.872; number 3, H, carries 0.474; number 4, H, carries 0.233; number 5, H, carries 0.230; number 6, C, carries 0.185; number 7, H, carries 0.180; number 8, O, carries -0.684; number 9, H, carries -0.107; number 10, H, carries 0.227; number 11, H, carries 0.257; number 12, C, carries -0.977; number 13, H, carries 0.172; number 14, C, carries -0.450; number 15, H, carries 0.189; number 16, H, carries 0.300; number 17, C, carries -0.596; number 18, H, carries 0.173; number 19, N, carries -0.359; number 20, H, carries -0.200

No. 4
Below is 2 unconnected molecules or ions with the total composition C6H12NO in a non-equilibrium geometry, with properties calculated with ωB97M-V/def2-TZVPD.

Summary:
Energy relative to the best compared isomer or geometry (same formula, charge and spin)   151.5 kJ/mol
2S+1   2
F_max   0.0912 hartree/bohr
Lowest unoccupied orbital energy (spin up / spin down)   0.01934 / 0.01875 Eh
Kohn-Sham gap (spin up / spin down)   5.74 / 9.12 eV
Highest occupied orbital energy (spin up / spin down)   -0.192 / -0.316 hartree
Total charge   0

The geometry in XYZ format:
```
20
Properties=species:S:1:pos:R:3:forces:R:3
O 0.869 0.598 0.970 1.083 1.408 1.470
H -1.249 -0.032 -1.948 0.642 -0.475 -0.183
H 1.614 0.911 1.532 -0.603 -0.565 -0.809
H -0.240 -1.246 -2.983 -0.034 0.020 0.195
H 3.083 -2.773 -0.194 0.308 -0.340 0.276
H 0.147 2.444 1.619 -0.560 -0.658 -0.295
C -0.395 -0.721 -2.047 -2.791 1.388 -2.671
H -3.184 1.557 1.885 0.308 0.488 -0.271
H -2.395 3.112 1.456 0.080 -0.234 -0.232
H 2.101 -1.562 0.876 0.311 -0.264 -0.310
N 0.333 -0.982 -1.000 3.042 -1.620 3.181
C -1.421 1.211 0.736 0.210 1.348 0.427
H 1.365 -2.483 -2.022 0.341 -0.028 0.464
H -1.717 0.338 0.133 0.587 0.174 0.659
H -3.318 2.103 0.239 0.304 0.471 0.262
H 0.358 -0.328 -0.150 0.116 -1.832 -2.102
C -0.162 1.502 1.123 -1.396 0.033 0.130
C 1.373 -1.972 -1.054 -1.386 2.026 0.355
C 2.253 -2.116 -0.052 -0.547 0.039 -0.381
C -2.623 2.105 1.095 -0.016 -1.377 -0.165
```
Forces are in eV/Å.

Atom-resolved charges from Mulliken, all expressed in e: number 1, O, carries -0.534; number 2, H, carries 0.213; number 3, H, carries 0.349; number 4, H, carries 0.236; number 5, H, carries 0.285; number 6, H, carries 0.284; number 7, C, carries -0.566; number 8, H, carries 0.269; number 9, H, carries 0.349; number 10, H, carries 0.178; number 11, N, carries 0.017; number 12, C, carries -0.247; number 13, H, carries 0.255; number 14, H, carries 0.322; number 15, H, carries 0.319; number 16, H, carries 0.325; number 17, C, carries -0.049; number 18, C, carries 0.136; number 19, C, carries -0.879; number 20, C, carries -1.265

No. 5
Below is 2 unconnected molecules or ions with the total composition C6H12NO in a non-equilibrium geometry, with properties calculated with ωB97M-V/def2-TZVPD.

Summary:
Energy relative to the best compared isomer or geometry (same formula, charge and spin)   210.0 kJ/mol
F_max   0.0499 hartree/bohr
Lowest unoccupied orbital energy   -0.19052 Eh
Kohn-Sham gap   7.72 eV
Highest occupied orbital energy   -0.474 hartree
Total charge   +1

The geometry in XYZ format:
```
20
Properties=species:S:1:pos:R:3:forces:R:3
C -0.449 2.543 0.626 -1.123 0.207 0.003
H 0.163 -1.965 -2.078 -0.386 -0.030 0.095
H 0.391 -1.434 0.912 -0.533 -0.474 -0.034
C -1.563 2.698 -0.145 2.048 -1.248 0.912
H 0.070 3.342 1.172 -0.719 -0.361 0.100
H -1.188 -0.290 -2.080 0.337 0.408 0.579
H -2.208 3.541 -0.039 0.131 0.715 -0.291
C -0.005 -1.455 -1.131 -0.308 -0.459 -0.911
H 0.565 -3.903 -0.935 0.019 -0.124 0.514
H 0.062 -3.977 0.820 0.477 0.230 -0.607
O -0.618 -0.195 -1.292 0.287 -0.885 -0.413
C 0.339 -2.042 0.000 -0.266 1.862 0.355
H -0.152 0.589 0.003 0.376 0.422 0.702
N 0.215 1.269 0.738 1.786 0.335 -0.960
H 1.622 1.899 2.060 0.296 -0.437 -0.296
C 0.694 -3.458 0.064 1.213 -0.937 0.228
H 1.770 -3.557 0.356 -0.856 -0.252 -0.098
H -1.810 1.936 -0.888 -0.306 0.069 0.629
C 1.348 1.091 1.372 -2.095 0.981 -0.907
H 1.973 0.228 1.152 -0.378 -0.025 0.397
```
Forces are in eV/Å.

Atom-resolved charges from Mulliken, all expressed in e: number 1, C, carries 0.160; number 2, H, carries 0.334; number 3, H, carries 0.268; number 4, C, carries -0.727; number 5, H, carries 0.305; number 6, H, carries 0.384; number 7, H, carries 0.301; number 8, C, carries -0.048; number 9, H, carries 0.336; number 10, H, carries 0.294; number 11, O, carries -0.600; number 12, C, carries -0.261; number 13, H, carries 0.356; number 14, N, carries 0.113; number 15, H, carries 0.259; number 16, C, carries -1.150; number 17, H, carries 0.274; number 18, H, carries 0.206; number 19, C, carries -0.116; number 20, H, carries 0.313

No. 6
Below is a gas-phase ion, C6H12NO (charge +1) in a non-equilibrium geometry, with properties calculated with ωB97M-V/def2-TZVPD.

Summary:
Energy relative to the best compared isomer or geometry (same formula, charge and spin)   290.5 kJ/mol
F_max   0.0765 hartree/bohr
Lowest unoccupied orbital energy   -0.11814 Eh
Kohn-Sham gap   10.68 eV
Highest occupied orbital energy   -0.511 hartree
SMILES   CC(C)(C=O)[NH+]1CC1
Total charge   +1

The geometry in XYZ format:
```
20
Properties=species:S:1:pos:R:3:forces:R:3
H 2.258 -0.100 -0.756 1.539 0.058 -0.159
H -2.432 -0.545 0.965 2.586 -0.982 -0.768
C -1.069 -1.482 -0.717 -0.297 -3.046 1.717
H 0.351 1.216 2.127 1.333 -0.451 -1.146
H 1.910 1.739 1.418 -0.603 0.746 -1.471
H 1.053 -0.197 -1.924 -1.291 -1.820 -2.690
N -0.160 -0.932 0.304 -1.921 2.683 -0.714
H 1.853 0.210 1.841 -1.230 -0.209 -0.735
H -0.838 -2.559 -0.945 -0.211 1.437 -0.215
H -1.403 -0.819 -1.499 0.154 0.018 0.160
H 1.481 1.409 -1.480 0.807 -0.128 -0.077
C -1.555 -1.296 0.720 -2.498 2.331 -1.302
H -0.381 2.451 -1.086 -0.207 0.082 0.237
H 0.455 -1.518 0.770 1.783 -1.592 0.625
C -0.872 1.569 -0.634 1.798 -2.721 1.297
C 1.157 0.953 1.339 -1.466 -1.134 2.201
C 1.403 0.370 -1.167 -0.870 1.486 3.540
H -1.634 -2.112 1.393 0.511 -0.854 0.211
C 0.424 0.414 0.042 -0.198 3.399 -0.722
O -2.002 1.229 -0.712 0.283 0.699 0.010
```
Forces are in eV/Å.

Atom-resolved charges from Mulliken, all expressed in e: number 1, H, carries 0.448; number 2, H, carries 0.207; number 3, C, carries -0.390; number 4, H, carries 0.328; number 5, H, carries 0.406; number 6, H, carries 0.495; number 7, N, carries 0.133; number 8, H, carries 0.356; number 9, H, carries 0.286; number 10, H, carries 0.282; number 11, H, carries 0.426; number 12, C, carries -0.270; number 13, H, carries 0.360; number 14, H, carries 0.363; number 15, C, carries 0.101; number 16, C, carries -1.405; number 17, C, carries -1.557; number 18, H, carries 0.319; number 19, C, carries 0.486; number 20, O, carries -0.375